No. 1
{
  "formula": "C19H19ClN2O2PtSi",
  "method": "ωB97M-V/def2-TZVPD",
  "species": ["Pt", "Cl", "C", "C", "C", "C", "O", "C", "C", "N", "C", "C", "C", "C", "C", "C", "C", "C", "N", "C", "C", "H", "H", "H", "H", "H", "H", "H", "H", "H", "H", "C", "Si", "C", "C", "O", "H", "H", "H", "H", "H", "H", "H", "H", "H"],
  "coordinates": [[-0.0791, -0.1180, 0.4409], [4.8503, -3.2090, -3.8548], [3.8690, -2.2020, -2.8256], [4.4250, -1.0411, -2.2550], [3.6696, -0.2398, -1.4504], [2.3131, -0.5396, -1.1491], [1.6849, 0.2904, -0.3871], [1.7638, -1.7261, -1.7317], [0.4262, -2.1720, -1.5469], [-0.4578, -1.6108, -0.7965], [-1.7807, -2.1143, -0.6568], [-2.3997, -3.0353, -1.4516], [-3.7066, -3.4745, -1.1469], [-4.3880, -2.9896, -0.0692], [-3.7910, -2.0069, 0.7532], [-4.4130, -1.4249, 1.8838], [-3.7509, -0.4812, 2.6084], [-2.4574, -0.0794, 2.2184], [-1.8665, -0.5968, 1.1739], [-2.4985, -1.5687, 0.4379], [2.5773, -2.5305, -2.5709], [5.4590, -0.7938, -2.4590], [4.0850, 0.6528, -1.0007], [0.1375, -3.0747, -2.0819], [-1.9035, -3.4239, -2.3307], [-4.1731, -4.2157, -1.7825], [-5.3892, -3.3365, 0.1537], [-5.4139, -1.7337, 2.1606], [-4.2053, -0.0245, 3.4761], [-1.8872, 0.6797, 2.7399], [2.1559, -3.4245, -3.0165], [0.9232, 0.1890, 4.3854], [1.2953, 1.4308, 3.0112], [3.0586, 1.1543, 2.4458], [1.1861, 3.1423, 3.7577], [0.2014, 1.2731, 1.8322], [1.7745, 0.0393, 5.0558], [0.6630, -0.7789, 3.9442], [0.0762, 0.5273, 4.9929], [3.7593, 1.2634, 3.2791], [3.3263, 1.8805, 1.6731], [3.1797, 0.1547, 2.0191], [1.7571, 3.1760, 4.6912], [0.1519, 3.4175, 3.9814], [1.5981, 3.8989, 3.0840]],
  "orbital_gap_ev": 6.6,
  "e_lumo_ev": -1.146
}

No. 2
{
  "formula": "C19H19ClN4O",
  "method": "ωB97M-V/def2-TZVPD",
  "species": ["C", "H", "C", "C", "C", "H", "H", "H", "H", "O", "C", "N", "C", "C", "C", "C", "H", "C", "N", "C", "N", "C", "C", "H", "H", "N", "C", "C", "C", "C", "C", "C", "H", "H", "H", "Cl", "H", "H", "H", "H", "H", "H", "H", "H"],
  "coordinates": [[3.4365, -2.4623, 2.3783], [2.9879, -1.4780, 2.2768], [2.7769, -3.4341, 1.4070], [1.2502, -3.4701, 1.5254], [0.7537, -3.8711, 2.9118], [1.0065, -3.1049, 3.6395], [1.2060, -4.8131, 3.2084], [-0.3266, -3.9891, 2.8884], [0.8472, -4.1780, 0.7886], [0.7773, -2.1625, 1.1880], [-0.4770, -2.0428, 0.7505], [-1.2562, -3.1113, 0.6591], [-2.4879, -2.9502, 0.1961], [-3.0138, -1.7355, -0.1884], [-2.1990, -0.6014, -0.0868], [-0.9097, -0.7595, 0.3900], [-0.2424, 0.0794, 0.4921], [-2.6684, 0.7329, -0.4867], [-1.7286, 1.5825, -0.8904], [-2.1081, 2.7980, -1.2623], [-3.3711, 3.2498, -1.2611], [-4.2975, 2.4068, -0.8511], [-4.0103, 1.1119, -0.4448], [-4.7822, 0.4475, -0.0969], [-5.3104, 2.7897, -0.8492], [-1.1953, 3.7123, -1.6842], [0.1808, 3.6228, -1.8165], [0.8825, 2.4383, -1.6051], [2.2579, 2.4303, -1.7487], [2.9615, 3.5687, -2.1062], [2.2548, 4.7397, -2.3252], [0.8818, 4.7739, -2.1834], [0.3432, 5.6946, -2.3550], [2.7851, 5.6362, -2.6082], [4.0336, 3.5383, -2.2119], [3.1098, 0.9521, -1.4711], [0.3481, 1.5441, -1.3360], [-1.6116, 4.6061, -1.9114], [-4.0171, -1.6719, -0.5772], [-3.0737, -3.8585, 0.1378], [3.0250, -3.1371, 0.3861], [3.1577, -4.4442, 1.5681], [3.3244, -2.7973, 3.4060], [4.4988, -2.3833, 2.1599]],
  "smiles": "CC[C@@H](C)Oc1cc(-c2ccnc(Nc3cccc(Cl)c3)n2)ccn1",
  "orbital_gap_ev": 8.2,
  "e_lumo_ev": -0.028,
  "relative_energy_ev": 0.000
}

No. 3
{
  "formula": "C19H19F2NV",
  "method": "ωB97M-V/def2-TZVPD",
  "species": ["C", "C", "C", "H", "C", "H", "H", "H", "C", "H", "H", "C", "H", "H", "C", "H", "H", "C", "H", "H", "V", "H", "F", "C", "C", "C", "C", "C", "F", "C", "C", "C", "C", "C", "C", "N", "H", "H", "H", "H", "H", "H"],
  "coordinates": [[1.7423, 1.0713, 0.5016], [1.7736, -0.4859, -1.8069], [1.5078, -0.2135, 1.2853], [1.4057, 2.0104, 0.9957], [1.4103, -1.7327, -1.1195], [1.4290, -0.3909, -2.8222], [1.2902, -0.1891, 2.3637], [0.9121, -2.5069, -1.7234], [2.5158, -1.3424, 1.1408], [2.5051, -1.9454, 2.0726], [3.4925, -0.8469, 1.1117], [2.8402, 1.2746, -0.4464], [3.7843, 1.5511, 0.0140], [2.6291, 2.2181, -0.9322], [3.0537, 0.2478, -1.6018], [3.9760, -0.3537, -1.4769], [3.2402, 0.8364, -2.5243], [2.3108, -2.2751, -0.0874], [3.2963, -2.5356, -0.4856], [1.9813, -3.2620, 0.2514], [0.4110, -0.1582, -0.4735], [0.2646, -0.3224, 1.1704], [-2.7421, -4.2390, 1.4124], [-2.6883, -2.9070, 1.0375], [-1.4598, -2.3886, 0.6974], [-1.3959, -1.0708, 0.2488], [-2.4908, -0.2167, 0.2057], [-3.7454, -0.7969, 0.6221], [-4.9067, -0.0304, 0.7260], [-3.8462, -2.1276, 1.0459], [-2.2185, 1.1904, -0.0380], [-3.1570, 2.2087, 0.0960], [-2.7293, 3.5190, -0.1671], [-1.4161, 3.7503, -0.6062], [-0.5211, 2.6986, -0.7419], [-0.9206, 1.4468, -0.3851], [-0.5497, -2.9680, 0.8025], [-4.7569, -2.5952, 1.4136], [-4.1700, 1.8516, 0.3399], [-3.4454, 4.3299, -0.0696], [-1.0768, 4.7570, -0.8680], [0.4649, 2.9389, -1.1791]],
  "s_squared": 3.78,
  "orbital_gap_ev": [7.0, 6.7],
  "e_lumo_ev": [-0.043, -0.650],
  "multiplicity": 4
}

No. 4
{
  "formula": "C19H19FN2O2",
  "method": "ωB97M-V/def2-TZVPD",
  "species": ["C", "H", "O", "C", "C", "C", "C", "C", "C", "H", "H", "H", "N", "C", "C", "C", "N", "C", "C", "C", "C", "C", "C", "H", "H", "O", "C", "C", "C", "F", "H", "H", "H", "H", "H", "H", "H", "H", "H", "H", "H", "H", "H"],
  "coordinates": [[3.5392, -5.2452, 5.6449], [3.5496, -6.1640, 5.0498], [3.5040, -4.1002, 4.8277], [2.4395, -3.9243, 3.9998], [2.4700, -2.7716, 3.2213], [1.4408, -2.4750, 2.3339], [0.3622, -3.3554, 2.2269], [0.3386, -4.4965, 3.0022], [1.3600, -4.7958, 3.8882], [1.3038, -5.6974, 4.4755], [-0.4969, -5.1751, 2.9166], [-0.4514, -3.1619, 1.5476], [1.5473, -1.3067, 1.5983], [0.6758, -0.8004, 0.6949], [0.8937, 0.3518, 0.0036], [2.1056, 1.0361, 0.2174], [3.1042, 1.5669, 0.4272], [-0.0420, 0.9229, -0.9656], [0.4161, 1.8329, -1.9165], [-0.4340, 2.3965, -2.8492], [-1.7833, 2.0596, -2.8543], [-2.2524, 1.1557, -1.8986], [-1.4009, 0.6006, -0.9714], [-1.8043, -0.0756, -0.2330], [-3.3021, 0.9069, -1.9050], [-2.7217, 2.5262, -3.7262], [-2.3721, 3.5136, -4.6706], [-2.2621, 4.9089, -4.0449], [-3.6197, 5.3935, -3.5562], [-4.4327, 5.6830, -4.6267], [-4.1276, 4.6193, -2.9728], [-3.5328, 6.3149, -2.9719], [-1.5788, 4.8862, -3.1950], [-1.8778, 5.6058, -4.7909], [-3.1901, 3.5067, -5.3963], [-1.4441, 3.2490, -5.1911], [-0.0251, 3.0906, -3.5667], [1.4623, 2.1033, -1.9296], [-0.2254, -1.3679, 0.5280], [2.3899, -0.7657, 1.7563], [3.3155, -2.1083, 3.3220], [2.6930, -5.2702, 6.3390], [4.4663, -5.1735, 6.2113]],
  "smiles": "COc1cccc(N/C=C(\\C#N)c2ccc(OCCCF)cc2)c1",
  "orbital_gap_ev": 7.9,
  "e_lumo_ev": 0.364,
  "relative_energy_ev": 0.712
}

Number 1: maximum force 0.01049 hartree/bohr. Number 2: maximum force 0.01585 hartree/bohr. Number 3: maximum force 0.13111 hartree/bohr. Number 4: maximum force 0.01999 hartree/bohr.